i) # C9H34N6O8

A cluster of 8 separate species, C9H34N6O8 in total (ωB97M-V with the def2-TZVPD basis set, the OMol25 dataset).

As for the structure (SMILES): NC(N)=O.NC(N)=O.NC(N)=O.CCO.CO.CO.CO.CO. The orbital gap is 8.89 eV. Its HOMO energy is -0.318 Ha.

Cartesian coordinates (Å):
1 C 15.392 -21.919 19.591
2 C 14.787 -18.712 18.156
3 H 15.518 -19.223 18.818
4 H 16.420 -17.256 20.789
5 H 16.849 -14.719 22.725
6 N 14.600 -15.785 21.082
7 N 11.776 -17.819 21.617
8 H 11.367 -15.856 26.445
9 H 15.404 -21.649 18.575
10 H 15.449 -17.171 23.407
11 N 14.670 -17.700 22.974
12 O 11.218 -18.487 19.049
13 H 13.365 -16.333 25.487
14 O 16.239 -18.921 21.729
15 H 16.862 -16.461 19.220
16 H 13.063 -19.439 22.494
17 H 11.972 -20.328 19.574
18 H 18.165 -14.988 23.951
19 H 12.060 -18.376 18.589
20 H 10.925 -20.278 18.203
21 H 15.410 -18.079 17.552
22 C 11.167 -17.174 22.564
23 H 16.155 -21.400 20.197
24 O 13.952 -17.918 19.029
25 O 11.972 -15.055 26.234
26 O 14.083 -21.674 20.138
27 N 16.307 -16.487 20.112
28 H 13.773 -17.547 23.455
29 C 13.853 -19.630 17.347
30 C 11.077 -19.865 19.201
31 C 17.304 -15.450 23.454
32 H 13.927 -14.645 25.831
33 H 17.700 -16.205 22.816
34 O 16.340 -15.888 24.407
35 C 15.439 -15.587 20.161
36 N 9.899 -16.970 22.334
37 H 14.540 -17.410 19.601
38 H 14.104 -20.310 21.400
39 C 13.309 -15.485 26.171
40 N 13.985 -19.501 21.987
41 H 13.040 -19.129 16.850
42 H 14.661 -16.550 21.721
43 O 15.264 -14.593 19.305
44 O 11.860 -16.531 23.595
45 H 9.401 -16.711 23.158
46 H 10.212 -20.046 19.876
47 H 14.429 -20.112 16.588
48 H 13.932 -15.130 21.306
49 H 11.397 -18.218 20.764
50 H 9.410 -17.624 21.693
51 H 13.463 -21.928 19.506
52 H 13.592 -15.791 27.204
53 H 15.714 -22.987 19.607
54 H 12.775 -17.994 21.723
55 C 14.998 -18.739 22.249
56 H 16.164 -15.183 25.029
57 H 13.460 -20.429 18.003

---

ii) # C9H34N6O8

A cluster of 8 separate species, C9H34N6O8 in total (ωB97M-V with the def2-TZVPD basis set, the OMol25 dataset).

As for the structure (SMILES): NC(N)=O.NC(N)=O.NC(N)=O.CCO.CO.CO.CO.CO. The orbital gap is 9.24 eV. Its HOMO energy is -0.346 Ha.

Cartesian coordinates (Å):
1 O 0.113 0.458 0.463
2 C 2.169 2.844 -2.479
3 N 2.500 0.908 1.844
4 C 2.563 -0.689 -0.948
5 N -1.056 -1.480 -1.545
6 H 3.290 1.499 1.595
7 C 0.091 2.821 0.644
8 O -1.377 -0.847 2.213
9 H -1.903 0.458 3.675
10 H 1.190 2.790 0.556
11 H -1.598 1.615 0.203
12 H 2.948 -1.239 -1.869
13 O 2.089 1.802 -3.440
14 H 1.179 -2.185 2.659
15 H -2.561 -0.637 -1.233
16 H 3.247 2.983 -2.324
17 H 1.827 2.529 -1.487
18 H -5.133 -0.076 -3.225
19 C -2.416 -0.197 2.886
20 H 1.596 1.110 1.348
21 O 3.591 -0.683 0.011
22 C 1.035 -2.829 1.755
23 H 0.143 -4.311 1.077
24 C 2.509 0.304 2.975
25 H 1.680 3.771 -2.799
26 H -0.536 -0.854 -0.960
27 C -0.468 1.656 0.007
28 H 2.062 -3.141 1.381
29 H -1.694 -2.201 -1.236
30 H -1.403 -1.767 2.449
31 C -4.464 -0.036 -1.236
32 O -0.024 0.189 -2.981
33 N -4.359 -0.274 -2.546
34 H 2.435 0.341 -1.256
35 N -3.404 -0.464 -0.688
36 H 1.321 1.249 -3.336
37 H -3.076 -0.895 3.416
38 H -0.246 0.081 1.229
39 H -0.458 1.635 -1.016
40 H 4.603 0.511 3.173
41 O 0.123 -3.801 1.939
42 H -3.622 -0.730 -3.063
43 N 3.674 0.271 3.524
44 H -1.518 -1.103 -4.641
45 H 3.579 0.027 4.471
46 O -5.548 0.490 -0.636
47 H 3.129 -0.473 0.809
48 C -0.860 -0.980 -2.752
49 H 1.640 -1.104 -0.582
50 O 1.398 -0.033 3.680
51 N -1.627 -1.468 -3.656
52 H -0.126 2.741 1.713
53 H -2.932 0.571 2.264
54 H -0.250 3.809 0.290
55 H -2.240 -2.299 -3.596
56 H -3.440 -0.476 0.307
57 H 0.643 -2.202 0.970

---

The least stable of the structures above is ii), whereas i) is the most stable.